Here is a structure of composition C58H45CaN6O6S2 from OMol25. Energies are from ωB97M-V/def2-TZVPD.

```
! RIJCOSX wB97M-V def2-TZVPD def2/J DEFGRID3
* xyz -1 1
Ca 0.489 -0.010 -0.761
C -5.549 -5.292 -6.866
O -4.247 -4.785 -7.055
C -3.684 -4.118 -6.001
C -2.454 -3.514 -6.248
C -1.815 -2.824 -5.236
C -2.374 -2.710 -3.960
C -3.597 -3.321 -3.738
C -4.258 -4.029 -4.740
C -1.673 -1.914 -2.907
C -1.684 -0.506 -3.109
C -2.404 0.198 -4.157
C -2.361 1.518 -3.847
C -1.614 1.642 -2.608
N -1.191 0.405 -2.246
C -1.510 2.813 -1.830
C -0.911 2.978 -0.558
C -0.925 4.199 0.226
C -0.245 3.939 1.372
C 0.168 2.548 1.311
C 0.853 1.837 2.332
C 1.317 2.647 3.499
C 0.458 3.145 4.463
C 0.928 3.894 5.541
C 2.289 4.143 5.655
O 2.856 4.863 6.675
C 1.972 5.460 7.598
C 3.171 3.645 4.702
C 2.684 2.907 3.639
C 1.066 0.449 2.420
N 0.661 -0.463 1.503
C 0.772 -1.700 2.031
C 0.292 -2.900 1.455
C 0.342 -4.114 2.324
C 1.199 -5.164 1.974
C 1.282 -6.314 2.733
C 0.498 -6.440 3.878
O 0.639 -7.614 4.571
C -0.074 -7.740 5.781
C -0.362 -5.415 4.246
C -0.428 -4.263 3.462
C -0.330 -3.063 0.196
C -0.908 -4.305 -0.301
C -1.418 -4.045 -1.525
C -1.192 -2.628 -1.788
N -0.491 -2.109 -0.749
C 1.387 -1.584 3.348
C 1.573 -0.265 3.585
N -0.233 2.028 0.133
C -2.195 4.024 -2.382
C -3.503 4.339 -2.059
C -4.136 5.464 -2.583
C -3.442 6.291 -3.456
O -3.966 7.419 -4.027
C -5.331 7.680 -3.788
C -2.123 5.995 -3.791
C -1.516 4.875 -3.256
H -5.867 -5.687 -7.828
H -6.240 -4.506 -6.549
H -5.560 -6.098 -6.126
H -2.016 -3.601 -7.233
H -0.854 -2.361 -5.427
H -4.052 -3.241 -2.758
H -5.207 -4.495 -4.519
H -2.899 -0.254 -5.001
H -2.821 2.330 -4.391
H -1.373 5.133 -0.074
H -0.047 4.619 2.185
H -0.604 2.947 4.375
H 0.226 4.258 6.277
H 2.584 6.049 8.277
H 1.427 4.707 8.174
H 1.258 6.117 7.093
H 4.230 3.842 4.808
H 3.359 2.518 2.885
H 1.815 -5.054 1.092
H 1.948 -7.124 2.465
H 0.226 -8.692 6.212
H -1.155 -7.743 5.610
H 0.173 -6.934 6.477
H -0.983 -5.498 5.125
H -1.101 -3.463 3.750
H -0.924 -5.247 0.223
H -1.904 -4.742 -2.188
H 1.647 -2.409 3.992
H 1.996 0.188 4.468
H -4.043 3.691 -1.379
H -5.158 5.674 -2.300
H -5.586 8.552 -4.385
H -5.516 7.899 -2.732
H -5.958 6.838 -4.092
H -1.593 6.652 -4.468
H -0.489 4.644 -3.513
O 2.633 -3.336 -1.920
C 3.406 -3.176 -0.833
C 3.961 -4.323 -0.260
C 4.751 -4.225 0.868
C 5.011 -2.984 1.447
C 4.470 -1.851 0.870
C 3.668 -1.920 -0.269
C 3.080 -0.682 -0.863
O 2.255 -0.822 -1.845
N 3.423 0.456 -0.314
N 2.743 1.531 -0.896
C 3.261 2.642 -0.582
S 2.541 4.174 -1.077
C 4.047 5.110 -0.761
C 4.659 4.574 0.525
S 4.718 2.769 0.408
H 2.250 -2.442 -2.106
H 3.740 -5.277 -0.723
H 5.161 -5.125 1.313
H 5.624 -2.904 2.335
H 4.646 -0.871 1.294
H 3.770 6.161 -0.668
H 4.753 4.998 -1.586
H 4.061 4.878 1.386
H 5.680 4.938 0.653
*
```

The value obtained for the energy above the lowest of the compared OMol25 structures with the same formula, charge and spin is 0.000 eV. The HOMO energy comes out at -0.146 Eh.